96
Properties=species:S:1:pos:R:3:forces:R:3 method="wB97M-V/def2-TZVPD" e_above_lowest_ev=1.414 total_charge=+1 multiplicity=1 e_tot_ha=-3136.28110 e_lumo_ev=-2.8 homo_energy_ev=-10.1
Y -1.32064 -1.02742 1.07976 2.208 -1.491 -0.712
O 0.06901 -2.09494 2.61891 -0.842 1.477 -1.395
C -0.21289 -2.52051 3.79870 -0.050 -0.952 0.004
C 0.58097 -3.57522 4.32812 -0.963 0.086 0.401
C 0.16785 -4.26947 5.43137 0.642 -0.663 0.728
C -0.93534 -3.90416 6.18841 -1.450 1.381 -0.621
C -1.68295 -2.80986 5.73940 1.501 -0.161 0.081
C -1.34087 -2.08006 4.55085 -0.101 -0.285 0.814
C -2.23628 -1.02126 4.14844 -1.099 1.039 -1.155
N -2.54120 -0.64331 2.90318 -0.856 -0.001 2.521
C -3.81068 0.19409 2.74688 1.304 -0.377 0.609
C -3.77367 0.86769 1.39269 -1.210 0.014 -0.486
N -3.34475 -0.15296 0.43608 -0.298 0.836 0.286
C -4.19336 -0.46823 -0.48433 0.157 0.564 0.576
C -4.14909 -1.68185 -1.18103 0.177 -1.176 -2.587
C -5.07854 -1.80517 -2.29743 -0.248 0.065 1.621
C -5.06501 -2.89322 -3.13326 1.244 -0.649 -0.481
C -4.05180 -3.89836 -2.92646 -0.562 1.526 1.954
C -3.21458 -3.85220 -1.80205 -0.542 0.872 -1.224
C -3.14347 -2.69995 -0.98177 -0.360 0.183 1.198
O -2.24376 -2.63031 0.00828 -0.853 0.097 -1.399
H 1.41774 -3.91042 3.77010 0.621 -0.096 -0.511
H 0.68450 -5.15020 5.82819 0.276 0.341 -0.578
H -1.21017 -4.47913 7.06722 -0.082 0.242 -0.145
H -2.49650 -2.45845 6.32402 -0.757 0.212 0.374
H -2.78932 -0.42853 4.94072 0.398 -1.228 -0.487
H -4.68807 -0.44769 2.79482 0.118 -0.290 0.137
H -3.83277 0.90164 3.57716 -0.255 0.171 -0.108
H -4.78020 1.21743 1.07874 0.390 -0.022 0.509
H -3.15860 1.74062 1.43292 0.860 0.521 -0.191
H -4.98350 0.26968 -0.72817 0.018 -0.621 0.212
H -5.89760 -1.05290 -2.25797 0.694 -0.550 -0.655
H -5.70228 -3.03520 -4.01488 0.004 0.368 0.639
H -4.02919 -4.73825 -3.57350 0.098 -0.649 -0.461
H -2.52516 -4.63670 -1.59482 0.442 -0.473 0.046
C 6.40034 2.34678 -3.17916 0.898 0.910 0.094
S 4.97172 3.45553 -3.29302 -0.427 -0.575 0.411
C 4.40562 3.37903 -1.53369 0.955 1.420 -0.716
C 3.72745 2.17117 -0.93147 1.123 -0.420 0.426
C 2.41925 1.78377 -1.60177 -0.459 1.710 2.795
N 1.72168 0.78606 -0.78760 -3.171 -0.747 1.416
P 0.39098 -0.22371 -1.44685 1.890 -0.552 0.091
C 1.34778 -1.54970 -2.22551 0.803 -0.339 0.728
C 1.24515 -1.79311 -3.60430 -0.446 0.206 1.414
C 1.32795 -3.09887 -4.04864 1.511 0.262 0.951
C 1.89121 -4.06400 -3.16399 -1.237 0.065 -2.619
C 2.30949 -3.68121 -1.93971 2.258 -2.117 3.194
C 2.02791 -2.46903 -1.36978 -1.248 1.564 -1.780
C -0.40681 0.54342 -2.83044 -0.992 2.057 0.020
C -1.58365 -0.07002 -3.28017 0.743 -1.184 0.122
C -2.03090 0.14277 -4.55145 -1.495 0.428 -0.562
C -1.41583 1.12369 -5.33880 -0.842 -0.998 -0.359
C -0.53290 1.97402 -4.75669 1.102 1.294 0.127
C -0.08617 1.76069 -3.45971 0.951 -0.173 0.373
P 0.85246 1.09812 0.71724 -0.580 -0.682 -1.001
C 0.10143 2.73638 0.80545 -2.255 1.126 -1.072
C 0.40396 3.66127 1.77240 0.783 -0.454 -0.045
C -0.39428 4.76044 2.02862 -0.944 1.877 -0.692
C -1.46011 5.09133 1.16387 0.230 -1.666 0.708
C -1.81281 4.16413 0.16737 0.321 0.918 -0.003
C -1.09667 3.01608 0.00819 2.712 -1.760 0.527
C 1.87139 0.75369 2.10997 2.098 1.131 0.531
C 3.24073 0.40437 2.03861 -0.784 0.127 -0.066
C 4.00944 0.59238 3.19505 -0.308 -1.129 -1.107
C 3.42209 0.88766 4.38808 -0.088 0.719 1.570
C 2.04211 1.06159 4.50167 1.277 -0.066 -0.291
C 1.32804 1.09762 3.34508 -2.484 0.354 -0.621
H 7.33021 2.88621 -3.49037 -0.833 -0.429 0.063
H 6.24477 1.48860 -3.81726 0.136 -0.334 0.175
H 6.54966 2.10665 -2.11655 -0.097 -0.331 -0.455
H 3.78880 4.29682 -1.52156 0.120 -0.439 0.516
H 5.36546 3.57732 -1.01138 -0.844 0.067 0.139
H 3.61168 2.41941 0.16033 -0.200 -0.349 -0.904
H 4.47065 1.32803 -0.98078 -0.809 0.460 0.116
H 2.64040 1.32067 -2.51858 -0.112 -0.070 -1.597
H 1.75661 2.71917 -1.59108 1.087 -1.099 -0.723
H 1.11068 -0.87154 -4.16478 -0.648 -0.666 -0.685
H 1.14296 -3.23990 -5.08116 -0.113 -0.755 -0.803
H 2.02040 -5.09449 -3.49909 0.025 0.352 0.072
H 2.91710 -4.42266 -1.29117 -1.144 1.125 -1.224
H 2.35280 -2.17140 -0.38672 -0.218 -0.184 0.328
H -2.06693 -0.85745 -2.71251 0.185 -0.077 0.172
H -2.97314 -0.37242 -4.83951 1.012 0.301 -0.206
H -1.63744 1.21230 -6.38365 -0.325 0.138 -0.306
H -0.07952 2.81086 -5.31076 -0.501 -0.385 0.232
H 0.56034 2.52915 -2.99300 -0.327 -0.970 -0.577
H 1.33703 3.41868 2.24073 0.207 0.613 1.020
H -0.18477 5.50635 2.79783 0.303 -0.513 -0.032
H -2.12451 5.93381 1.32054 0.425 0.149 0.094
H -2.58657 4.43211 -0.52741 -0.406 -0.165 -0.134
H -1.25204 2.26180 -0.75707 -0.722 0.276 -0.215
H 3.61292 0.00144 1.08359 0.162 0.496 0.607
H 5.04868 0.36427 3.23523 0.704 -0.001 -0.419
H 4.08179 1.07317 5.25158 -0.525 -0.417 -0.331
H 1.58354 1.20319 5.44294 -0.376 0.358 0.801
H 0.25258 1.47227 3.35348 1.317 -0.770 0.201

94
Properties=species:S:1:pos:R:3:forces:R:3 method="wB97M-V/def2-TZVPD" e_above_lowest_ev=0.000 total_charge=-1 multiplicity=1 e_tot_ha=-7035.51625 e_lumo_ev=2.4 homo_energy_ev=-3.7
Sr -0.58488 -0.26547 -0.03657 -0.020 -0.378 -0.274
C -0.71347 0.17929 4.50501 -0.050 -0.016 -0.107
C 0.64049 -0.04977 5.11075 -0.046 0.033 0.138
C 0.79280 0.09329 6.48860 0.099 -0.027 0.010
C 2.02378 -0.08309 7.10270 -0.088 0.020 0.011
C 3.13044 -0.40741 6.33573 0.019 -0.026 -0.043
C 2.98867 -0.55337 4.96396 0.088 0.010 0.040
C 1.75762 -0.38100 4.33518 0.024 -0.013 0.019
P 1.59808 -0.59587 2.51373 0.075 0.072 -0.157
C 3.25480 0.02885 2.01021 -0.058 -0.116 -0.002
C 4.29186 -0.84643 1.70868 0.056 -0.033 -0.027
C 5.53306 -0.37351 1.30135 -0.039 0.037 0.008
C 5.73980 0.99325 1.19387 -0.027 -0.046 0.030
C 4.70287 1.87097 1.48332 0.081 0.031 0.033
C 3.45491 1.41047 1.88735 0.018 0.069 0.010
C 2.35307 2.38862 2.18681 -0.066 0.011 0.034
C 1.64000 -2.38592 2.28392 -0.074 0.080 0.088
C 1.54930 -3.27762 3.35450 0.028 0.019 0.117
C 1.27483 -4.61772 3.16386 0.000 -0.010 -0.087
C 1.06069 -5.06592 1.85293 -0.012 -0.062 0.051
C 1.16312 -4.21547 0.78065 -0.003 -0.005 0.035
C 1.49238 -2.83901 0.93458 0.018 0.013 -0.088
C 1.61315 -1.96772 -0.17707 0.077 0.055 0.007
H -1.44572 0.37660 5.28821 -0.031 0.021 -0.007
H -1.05928 -0.67647 3.92245 0.037 -0.004 0.011
H -0.69146 1.03282 3.82419 0.002 0.001 0.012
H -0.07398 0.35178 7.08521 -0.009 0.003 0.019
H 2.11542 0.03459 8.17553 0.000 0.003 0.003
H 4.09835 -0.54974 6.79973 0.007 -0.001 -0.005
H 3.85523 -0.80833 4.36626 -0.002 -0.001 0.007
H 4.11458 -1.91270 1.79291 -0.014 -0.019 -0.024
H 6.32741 -1.07062 1.06720 0.018 -0.007 -0.002
H 6.70116 1.37787 0.87565 0.007 0.016 -0.008
H 4.86168 2.93936 1.38521 -0.002 0.004 -0.009
H 2.66570 3.40686 1.95508 0.004 0.021 0.020
H 2.06311 2.35094 3.24059 0.019 0.007 0.017
H 1.45343 2.16906 1.60582 0.044 -0.002 0.007
H 1.67394 -2.90288 4.36520 -0.011 -0.015 -0.029
H 1.20198 -5.29199 4.00672 -0.005 -0.015 -0.004
H 0.81374 -6.10782 1.67733 0.003 0.004 -0.001
H 1.00213 -4.59055 -0.22373 -0.002 -0.001 -0.011
H 1.56606 -2.42388 -1.16361 -0.006 -0.007 -0.002
H 2.33705 -1.16131 -0.10633 0.041 -0.003 0.015
C -3.99809 1.21032 2.93118 -0.066 0.021 0.048
C -2.72832 1.37264 2.12692 0.230 0.075 -0.134
O -2.24019 0.34733 1.64813 -0.252 0.054 0.120
C -2.11834 2.69340 1.98708 -0.298 -0.084 0.217
C -2.58859 3.73105 2.81993 0.057 0.085 -0.030
C -2.03679 4.98662 2.81668 -0.002 -0.087 -0.030
C -0.96872 5.23866 1.93810 0.050 0.125 0.007
C -0.49307 4.27025 1.10004 -0.083 -0.020 0.064
C -1.04891 2.95330 1.06978 0.138 -0.146 -0.216
O -0.58311 2.09650 0.24176 -0.021 0.282 0.169
H -4.38170 0.20836 2.75769 0.008 0.002 -0.008
H -4.75000 1.95083 2.66155 -0.005 -0.006 -0.012
H -3.78358 1.32422 3.99585 0.010 -0.002 0.010
H -3.40199 3.52675 3.50310 -0.012 -0.007 0.007
H -2.40926 5.75781 3.47647 0.005 0.014 0.004
H -0.51111 6.22217 1.92228 -0.004 0.003 0.009
H 0.33137 4.46467 0.42589 0.004 0.022 -0.017
Br -5.43529 -3.69114 -4.51679 -0.044 -0.033 -0.042
C -4.20777 -2.77299 -3.37473 0.003 0.005 0.007
C -4.53226 -2.57443 -2.04641 0.059 0.012 -0.093
C -3.61827 -1.90072 -1.23869 -0.047 0.040 0.175
C -2.37508 -1.40209 -1.67076 -0.127 -0.088 -0.129
C -2.13407 -1.65236 -3.03462 0.156 0.068 -0.045
C -3.00956 -2.31748 -3.89025 -0.067 -0.016 0.046
H -5.47482 -2.93936 -1.65798 -0.006 0.008 0.036
H -3.91830 -1.76510 -0.19958 0.024 0.010 0.013
H -1.20016 -1.31359 -3.48658 0.005 0.004 0.027
H -2.77038 -2.48193 -4.93364 0.029 0.011 -0.008
C 1.12757 1.89767 -4.28426 -0.015 0.079 -0.190
As 1.28929 1.05221 -2.54956 0.107 -0.229 0.471
C 2.84630 -0.06481 -2.94233 -0.014 0.041 -0.068
C 2.17086 2.51621 -1.53818 -0.057 -0.027 0.047
C 3.38815 3.09966 -2.16963 -0.032 -0.040 0.045
C 3.30527 4.20332 -3.01556 0.002 0.034 -0.037
C 4.43919 4.72784 -3.61888 0.008 0.006 -0.004
C 5.68199 4.15686 -3.38412 0.011 0.002 0.001
C 5.77820 3.05905 -2.53920 -0.009 0.001 0.005
C 4.64279 2.53669 -1.93915 0.054 -0.013 -0.034
H 2.09293 2.28892 -4.60504 -0.032 0.031 -0.066
H 0.39392 2.70135 -4.23707 0.002 0.014 -0.026
H 0.77689 1.14737 -4.99238 0.007 0.032 -0.037
H 3.61791 0.50106 -3.46473 0.004 -0.020 -0.014
H 2.51388 -0.89824 -3.56166 0.016 0.009 -0.017
H 3.24971 -0.47638 -2.01831 -0.008 0.009 0.017
H 2.39687 2.09261 -0.55662 0.012 -0.022 -0.076
H 1.38811 3.25880 -1.38213 -0.009 0.002 -0.024
H 2.33808 4.65861 -3.19730 -0.002 -0.001 0.002
H 4.35082 5.58831 -4.27061 0.006 0.003 -0.005
H 6.56834 4.56631 -3.85163 0.005 0.003 -0.004
H 6.74234 2.60651 -2.34151 0.010 0.005 -0.009
H 4.72665 1.68690 -1.27263 -0.013 0.006 -0.027